# 1
ORCA calculation (ωB97M-V with the def2-TZVPD basis set) on a molecular structure, C27H37BaBr4FN2O7S4Si.

Element x y z (Å)
1 Ba -0.0710 -0.6300 0.0417
2 C 1.8852 1.4864 3.5608
3 C 0.6487 0.8486 4.1594
4 S -0.7578 1.0151 3.0193
5 C -1.9969 -0.0215 3.8386
6 C -1.5702 -1.4384 4.1954
7 S -1.1469 -2.4576 2.7492
8 C 0.2907 -3.3611 3.4051
9 C 1.1264 -3.9714 2.2858
10 S 2.1567 -2.7876 1.3898
11 C 3.4035 -2.3790 2.7135
12 C 2.9665 -1.6023 3.9277
13 S 2.4202 0.6643 2.0254
14 H 2.7016 1.3927 4.2750
15 H 1.7135 2.5411 3.3373
16 H 0.3908 1.3149 5.1157
17 H 0.8741 -0.2095 4.2975
18 H -2.8215 -0.0226 3.1249
19 H -2.3287 0.4901 4.7464
20 H -2.3916 -1.9252 4.7261
21 H -0.7053 -1.4336 4.8577
22 H -0.0770 -4.1435 4.0751
23 H 0.8970 -2.6512 3.9667
24 H 0.4962 -4.4496 1.5316
25 H 1.7829 -4.7369 2.7088
26 H 4.1205 -1.7963 2.1282
27 H 3.8714 -3.3591 2.9034
28 H 3.8233 -1.0320 4.3125
29 H 2.6290 -2.2672 4.7379
30 Br 2.1990 -4.6672 -5.9212
31 C 2.0627 -3.3059 -4.6003
32 C 2.8239 -2.1582 -4.7030
33 Br 4.0278 -1.9081 -6.1499
34 C 2.7040 -1.1760 -3.7016
35 Br 3.6449 0.4793 -3.8241
36 C 1.8673 -1.3056 -2.5924
37 O 1.7150 -0.3864 -1.6997
38 C 1.0763 -2.5273 -2.4721
39 O 0.2681 -2.6322 -1.4808
40 C 1.1936 -3.4639 -3.5060
41 Br 0.0828 -5.0008 -3.3485
42 C -1.2722 2.5425 -3.5967
43 C -1.1058 1.2826 -2.7840
44 C -1.1200 -0.0282 -3.5137
45 O -0.9135 1.3530 -1.5861
46 H -1.9233 2.3905 -4.4540
47 H -0.2808 2.8287 -3.9594
48 H -1.6532 3.3474 -2.9705
49 H -1.7647 -0.0024 -4.3908
50 H -1.4127 -0.8381 -2.8428
51 H -0.0938 -0.2346 -3.8396
52 C 3.0536 4.6948 2.0869
53 Si 3.2044 3.4223 0.6975
54 C 4.9608 2.7705 0.7044
55 C 2.8873 4.3051 -0.9333
56 C 1.9775 2.0245 0.8641
57 H 3.6768 5.5675 1.8731
58 H 3.3732 4.2815 3.0460
59 H 2.0214 5.0395 2.1938
60 H 5.6786 3.5830 0.5628
61 H 5.0937 2.0484 -0.1052
62 H 5.1847 2.2616 1.6431
63 H 3.6108 5.1082 -1.0987
64 H 1.8855 4.7411 -0.9617
65 H 2.9667 3.5975 -1.7625
66 H 1.9848 1.5424 -0.1211
67 H 0.9585 2.3761 1.0591
68 F -4.4760 1.7820 -4.0303
69 C -5.1214 0.8186 -3.3459
70 C -4.7366 0.5077 -2.0994
71 N -5.3671 -0.4543 -1.3590
72 C -4.9232 -0.7510 0.0091
73 C -3.4075 -0.4699 0.1494
74 O -2.6550 -1.1995 -0.5300
75 O -3.0907 0.4720 0.9034
76 C -6.4397 -1.1552 -1.8699
77 O -7.0600 -1.9888 -1.2414
78 N -6.7777 -0.8206 -3.1674
79 C -6.2171 0.1499 -4.0002
80 O -6.6513 0.3416 -5.1175
81 H -3.9083 1.0192 -1.6237
82 H -5.1192 -1.8044 0.1890
83 H -5.4739 -0.1386 0.7223
84 H -7.5505 -1.3390 -3.5567

Calculated values
2S+1: 1
Kohn-Sham gap in eV: 4.673
Net charge: -2
HOMO energy in eV: -0.93


# 2
ORCA calculation (ωB97M-V with the def2-TZVPD basis set) on a gas-phase ion, C5H7N3O2 (charge +2) in a non-equilibrium geometry.

Element x y z (Å)
1 C -0.1009 0.0534 -3.3266
2 C 0.7527 0.3965 -1.1715
3 C 0.0590 0.6746 -0.0775
4 C 0.4735 -0.9872 3.2181
5 C -0.3335 -0.3658 2.1624
6 N -1.9596 -0.9999 -2.3035
7 N -1.1493 -0.4420 -2.8285
8 N 0.9252 0.3887 -2.4458
9 O -0.6589 1.7492 0.2693
10 O 0.2735 -0.2642 1.0059
11 H -0.0104 0.0383 -4.3200
12 H 0.4685 -0.1409 3.9311
13 H 0.0223 -1.7760 3.7952
14 H 1.4650 -1.4148 2.9167
15 H -1.2576 0.0891 2.5755
16 H -0.7431 2.3911 -0.3985
17 H 1.7734 0.6098 -3.0022

Calculated values
2S+1: 1
Kohn-Sham gap in eV: 7.694
Net charge: +2
HOMO energy in eV: -17.58


# 3
ORCA calculation (ωB97M-V with the def2-TZVPD basis set) on a molecular structure, C3HEuO3 in a non-equilibrium geometry.

Element x y z (Å)
1 C 0.4474 -1.2054 -1.0515
2 C -0.4220 -0.7491 -0.3117
3 O 1.4535 -1.6861 -1.7379
4 H 1.2238 -1.8331 -2.6651
5 O 1.1479 2.0634 1.2110
6 C 0.0907 2.1643 1.7390
7 O -1.0168 1.8277 1.9099
8 Eu -2.9244 -0.5818 0.9063

Calculated values
2S+1: 8
Kohn-Sham gap (alpha / beta) in eV: 5.547 / 5.764
Net charge: +1
HOMO energy (alpha / beta) in eV: -11.32 / -11.36


# 4
ORCA calculation (ωB97M-V with the def2-TZVPD basis set) on 17 unconnected molecules or ions with the total composition C29H62F6O29 in a non-equilibrium geometry.

Element x y z (Å)
1 C -14.6259 -0.1586 -23.7162
2 C -13.4414 -1.1713 -23.8482
3 O -12.4834 -0.6547 -22.9706
4 C -12.8447 0.6795 -22.6785
5 O -12.1393 1.4392 -22.0198
6 O -13.9440 1.0501 -23.3055
7 F -12.9763 -1.1790 -25.1408
8 H -15.3650 -0.4380 -22.9475
9 H -15.0571 -0.0036 -24.6532
10 H -13.6696 -2.1937 -23.5380
11 C -9.6475 2.6483 -23.7992
12 C -10.2414 3.9305 -24.3172
13 O -11.3714 3.5413 -25.0053
14 C -11.3101 2.2077 -25.2820
15 O -12.2295 1.6973 -25.7921
16 O -10.2004 1.6960 -24.7193
17 F -9.4198 4.5947 -25.1647
18 H -10.0193 2.4916 -22.8069
19 H -8.5869 2.6152 -23.8043
20 H -10.5352 4.5910 -23.5302
21 C -14.4197 5.0725 -14.8034
22 C -14.6706 5.6049 -13.4101
23 O -15.3884 6.8370 -13.6475
24 C -15.3083 7.1706 -14.9142
25 O -15.6586 8.2050 -15.3876
26 O -14.6253 6.2945 -15.6216
27 F -13.5156 5.8970 -12.7447
28 H -15.2022 4.3352 -14.9752
29 H -13.5103 4.6205 -14.9722
30 H -15.2704 4.9146 -12.8025
31 C -7.3740 4.5565 -21.6199
32 C -6.6350 4.3852 -20.2389
33 O -7.0816 3.1157 -19.7892
34 C -8.3481 2.8721 -20.3626
35 O -9.0114 1.9552 -20.0367
36 O -8.5862 3.7469 -21.4192
37 F -6.9634 5.4756 -19.4122
38 H -6.7739 4.0777 -22.4001
39 H -7.7289 5.5859 -21.8027
40 H -5.5697 4.3442 -20.2560
41 C -15.1936 9.9263 -18.6346
42 C -14.0330 8.9942 -18.4225
43 O -12.9141 9.8034 -18.2121
44 C -13.2165 11.0334 -18.6894
45 O -12.4277 11.8983 -18.6979
46 O -14.5495 11.1117 -19.0528
47 F -13.8701 8.0896 -19.4702
48 H -15.6544 9.9957 -17.6846
49 H -15.7935 9.4860 -19.4173
50 H -14.1072 8.3804 -17.4995
51 C -10.3591 9.0804 -19.5614
52 C -10.8762 8.5764 -20.9091
53 O -9.7183 8.1359 -21.5501
54 C -8.6038 8.4782 -20.8226
55 O -7.5292 8.3108 -21.2832
56 O -8.9634 9.0284 -19.6199
57 F -11.4226 9.6202 -21.6485
58 H -10.6994 8.4203 -18.8011
59 H -10.6590 10.1145 -19.3605
60 H -11.6141 7.7694 -20.9556
61 C -14.5321 3.9201 -18.9611
62 O -14.1863 4.8107 -17.9833
63 H -14.9246 4.4029 -19.8464
64 H -13.6467 3.2935 -19.2326
65 H -15.2917 3.2799 -18.5644
66 H -14.7577 5.5836 -17.9700
67 C -6.4412 6.0954 -24.5939
68 O -6.4383 4.6865 -24.8892
69 H -6.0091 6.7226 -25.3840
70 H -7.3613 6.5587 -24.2347
71 H -5.7287 6.2031 -23.7458
72 H -7.0533 4.4878 -25.5888
73 C -17.3263 2.0559 -22.0031
74 O -17.6168 3.2217 -21.2153
75 H -16.2597 1.7288 -22.0441
76 H -17.8882 1.2146 -21.6469
77 H -17.5988 2.1736 -23.0649
78 H -17.4014 3.9544 -21.7768
79 C -10.8657 5.1053 -20.2099
80 O -12.0683 5.7053 -19.8316
81 H -10.8125 5.2322 -21.2989
82 H -9.9624 5.5169 -19.7489
83 H -10.8800 4.0224 -19.9542
84 H -12.5245 5.2497 -19.1478
85 C -9.5672 10.5659 -25.2483
86 O -10.5477 9.7179 -25.8077
87 H -9.9721 11.5902 -25.3969
88 H -9.5659 10.3221 -24.1523
89 H -8.5562 10.4442 -25.7021
90 H -10.4185 9.5610 -26.7262
91 C -12.4389 4.2064 -28.5996
92 O -11.5767 5.2619 -28.2580
93 H -11.8793 3.3078 -28.7877
94 H -13.1076 3.9596 -27.8132
95 H -13.0058 4.5120 -29.5271
96 H -11.4565 5.1992 -27.2965
97 C -17.3546 6.2092 -19.0745
98 O -16.2532 6.7422 -18.3099
99 H -17.8927 5.4902 -18.4152
100 H -18.1740 6.9201 -19.2424
101 H -16.8676 5.7913 -19.9287
102 H -16.4947 6.9054 -17.3880
103 C -12.8909 7.3758 -25.6149
104 O -11.5317 7.0863 -25.4034
105 H -13.1046 8.3390 -26.0103
106 H -13.3464 6.6782 -26.2993
107 H -13.5120 7.2643 -24.7087
108 H -11.0996 7.9548 -25.3148
109 C -16.8892 5.9706 -24.1325
110 O -16.6099 5.3011 -22.9018
111 H -17.5764 5.3037 -24.6474
112 H -17.3533 6.8997 -23.9836
113 H -15.9813 6.0989 -24.7131
114 H -15.8565 5.7192 -22.4918
115 C -13.4145 4.6715 -22.7086
116 O -14.0883 5.7218 -22.0273
117 H -12.5656 4.9616 -23.3347
118 H -13.1451 3.9155 -21.9440
119 H -14.1333 4.2123 -23.3918
120 H -13.5934 5.9200 -21.2371
121 C -14.5854 9.8211 -23.3150
122 O -15.3321 8.5876 -23.0688
123 H -14.1583 10.1279 -22.3257
124 H -13.7770 9.8317 -24.0218
125 H -15.2289 10.5405 -23.7713
126 H -14.7083 7.8871 -22.8361

Calculated values
2S+1: 1
Kohn-Sham gap in eV: 9.896
Net charge: 0
HOMO energy in eV: -9.78


Record order is preserved below.
ΔE to the lowest compared entry with this formula, charge and spin: 0.0; 0.0; 34.4; 21.5 kcal/mol